{"formula": "C12H16Si", "method": "ωB97M-V with the def2-TZVPD basis set", "smiles": "C=CCC/C=[Si](/C)c1ccccc1", "max_force_ev_per_a": 3.662, "lumo_ev": 0.673, "charge": 0, "e_above_lowest_kj_mol": 443.2, "symbols": ["C", "C", "C", "C", "C", "Si", "C", "C", "C", "C", "C", "C", "C", "H", "H", "H", "H", "H", "H", "H", "H", "H", "H", "H", "H", "H", "H", "H", "H"], "positions_angstrom": [[-0.005, -1.035, -1.842], [0.590, -2.229, -1.740], [0.469, -3.241, -0.633], [0.031, -2.644, 0.683], [0.916, -1.551, 1.309], [1.062, 0.087, 0.792], [2.448, 1.418, 1.031], [-0.404, 1.000, 0.350], [-0.308, 1.848, -0.834], [-1.243, 2.800, -1.020], [-2.341, 2.841, -0.079], [-2.423, 2.044, 1.004], [-1.446, 1.123, 1.222], [-0.804, -0.852, -1.215], [0.006, -0.337, -2.650], [1.420, -2.484, -2.398], [1.381, -3.647, -0.349], [-0.246, -4.038, -0.776], [0.090, -3.569, 1.242], [-1.056, -2.220, 0.694], [1.759, -2.016, 1.798], [2.412, 2.091, 1.968], [3.506, 0.998, 1.087], [2.628, 2.007, 0.152], [0.517, 1.892, -1.504], [-1.223, 3.565, -1.786], [-3.161, 3.598, -0.269], [-3.229, 2.235, 1.733], [-1.343, 0.316, 2.030]], "atomic_forces_ev_per_a": [[0.2, -2.0, -0.8], [1.2, 0.0, -0.6], [-1.8, 2.3, -0.2], [-2.1, 1.9, 1.3], [0.6, -0.6, -0.7], [1.5, -0.5, 0.9], [1.9, -0.8, 1.8], [0.4, 1.7, -2.8], [-0.2, -0.2, 1.9], [-2.5, 0.4, 1.4], [-0.3, 2.3, -2.4], [-1.9, 0.7, 1.4], [1.6, -3.0, 1.4], [-1.5, 0.4, 1.5], [0.8, 0.1, -0.6], [-0.2, 0.2, -0.4], [2.1, -1.0, -0.4], [-0.1, -0.3, -0.8], [-0.5, 0.2, 1.2], [1.6, -1.2, -0.3], [0.4, 0.2, 0.2], [-0.5, -1.0, -1.6], [-1.3, -0.2, 0.3], [-0.8, 0.7, -0.5], [0.8, -0.6, -0.2], [0.1, -0.2, -0.2], [1.1, -0.9, 0.3], [0.4, -0.4, -0.5], [-0.9, 1.7, -0.6]]}

=====

{"formula": "C19H23NO6S", "method": "ωB97M-V with the def2-TZVPD basis set", "smiles": "COc1ccc(S(=O)(=O)CCC(=O)N(C)c2ccc(OC)cc2OC)cc1", "max_force_ev_per_a": 0.798, "lumo_ev": 0.453, "charge": 0, "e_above_lowest_kj_mol": 86.7, "symbols": ["C", "O", "C", "C", "C", "C", "S", "O", "O", "C", "C", "C", "O", "N", "C", "C", "C", "C", "C", "O", "C", "C", "C", "O", "C", "C", "C", "H", "H", "H", "H", "H", "H", "H", "H", "H", "H", "H", "H", "H", "H", "H", "H", "H", "H", "H", "H", "H", "H", "H"], "positions_angstrom": [[1.191, 3.026, 4.113], [2.150, 2.650, 3.149], [1.729, 2.322, 1.907], [0.400, 2.342, 1.490], [0.083, 1.947, 0.203], [1.074, 1.546, -0.666], [0.608, 1.041, -2.323], [1.506, 1.664, -3.257], [-0.804, 1.319, -2.474], [0.803, -0.782, -2.456], [1.595, -1.402, -1.317], [1.164, -2.861, -1.172], [1.725, -3.763, -1.759], [0.090, -3.063, -0.375], [-0.489, -4.386, -0.265], [-0.548, -2.043, 0.382], [-0.085, -1.725, 1.650], [-0.697, -0.748, 2.405], [-1.803, -0.071, 1.894], [-2.332, 0.890, 2.699], [-3.456, 1.612, 2.249], [-2.287, -0.388, 0.630], [-1.671, -1.375, -0.131], [-2.083, -1.761, -1.363], [-3.062, -0.991, -2.033], [2.405, 1.566, -0.281], [2.731, 1.947, 1.002], [1.751, 3.198, 5.031], [0.455, 2.234, 4.277], [0.677, 3.949, 3.826], [-0.387, 2.653, 2.158], [-0.934, 1.957, -0.154], [1.275, -0.953, -3.419], [-0.216, -1.159, -2.482], [1.407, -0.866, -0.387], [2.663, -1.382, -1.537], [-1.516, -4.375, -0.634], [-0.484, -4.715, 0.776], [0.111, -5.063, -0.868], [0.777, -2.249, 2.034], [-0.338, -0.495, 3.389], [-3.697, 2.309, 3.050], [-3.235, 2.173, 1.336], [-4.313, 0.954, 2.077], [-3.137, 0.135, 0.226], [-3.195, -1.473, -3.000], [-2.712, 0.035, -2.184], [-4.015, -0.998, -1.497], [3.166, 1.293, -0.993], [3.755, 1.965, 1.338]], "atomic_forces_ev_per_a": [[-0.1, 0.1, 0.2], [0.2, -0.1, -0.2], [-0.1, -0.1, -0.2], [0.2, 0.2, 0.3], [0.0, 0.0, -0.2], [-0.3, -0.2, -0.6], [-0.2, 0.0, -0.1], [0.4, -0.1, 0.1], [-0.1, -0.1, 0.2], [-0.1, 0.8, 0.2], [0.2, -0.4, 0.1], [0.4, 0.5, -0.1], [0.2, -0.2, -0.3], [-0.5, -0.1, 0.4], [0.0, -0.3, -0.1], [-0.1, 0.2, -0.2], [-0.3, 0.1, -0.1], [-0.2, 0.1, 0.1], [0.2, -0.3, 0.0], [0.2, -0.1, 0.0], [-0.2, 0.1, 0.0], [-0.3, 0.2, 0.0], [0.3, -0.2, 0.1], [0.2, -0.2, 0.3], [-0.2, 0.2, -0.2], [0.1, 0.1, 0.1], [0.0, 0.0, 0.1], [-0.1, 0.0, 0.0], [0.0, 0.0, 0.0], [0.0, 0.0, 0.0], [-0.1, 0.0, 0.1], [-0.1, 0.0, 0.0], [0.0, 0.1, -0.1], [-0.1, 0.0, 0.0], [0.1, -0.1, -0.1], [-0.1, 0.0, 0.1], [0.0, 0.0, 0.0], [0.0, 0.0, 0.0], [-0.1, 0.0, 0.1], [0.1, -0.1, 0.0], [0.1, 0.1, 0.1], [0.0, 0.0, -0.1], [0.0, 0.0, 0.0], [0.0, 0.0, 0.0], [-0.1, 0.1, 0.0], [0.0, 0.1, 0.1], [-0.1, -0.1, 0.0], [0.0, 0.0, 0.0], [0.2, 0.0, 0.0], [0.1, 0.0, 0.0]]}

=====

{"formula": "C2H9NO", "method": "ωB97M-V with the def2-TZVPD basis set", "smiles": "CN.CO", "max_force_ev_per_a": 3.646, "lumo_ev": 0.896, "charge": 0, "e_above_lowest_kj_mol": 112.0, "symbols": ["C", "N", "H", "H", "H", "H", "H", "C", "O", "H", "H", "H", "H"], "positions_angstrom": [[1.663, -1.516, 0.002], [1.895, -0.151, 0.374], [1.041, -1.566, -0.945], [2.639, -2.020, -0.172], [1.002, -2.000, 0.819], [2.213, -0.188, 1.363], [2.627, 0.370, -0.097], [-2.448, 1.052, -0.341], [-1.672, 1.978, 0.303], [-3.473, 1.448, -0.463], [-2.199, 0.845, -1.402], [-2.571, 0.152, 0.247], [-0.716, 1.595, 0.312]], "atomic_forces_ev_per_a": [[-1.0, -1.1, -0.8], [0.0, 1.2, 2.3], [0.8, 0.0, 1.0], [-0.9, -0.5, 0.2], [1.4, 0.5, -1.3], [-0.4, 0.4, -0.9], [-0.1, -0.5, -0.4], [-2.2, -0.5, -1.4], [3.6, -0.1, 0.4], [0.3, 0.1, 0.4], [0.5, -0.2, 0.5], [0.2, -0.6, -0.1], [-2.4, 1.1, 0.1]]}

=====

{"formula": "C2H2ClP", "method": "ωB97M-V with the def2-TZVPD basis set", "smiles": "ClC1=PC1", "max_force_ev_per_a": 6.702, "lumo_ev": 0.086, "charge": 0, "e_above_lowest_kj_mol": 204.7, "symbols": ["Cl", "C", "P", "C", "H", "H"], "positions_angstrom": [[-0.535, -1.234, -2.058], [0.093, -0.773, -0.601], [1.194, -0.745, 0.619], [-0.079, 0.630, 0.486], [0.312, 1.543, 0.348], [-0.985, 0.579, 1.206]], "atomic_forces_ev_per_a": [[-0.2, -0.2, -0.3], [0.5, 3.6, 2.8], [-0.6, -0.4, -0.4], [-2.5, -6.2, 0.6], [1.2, 3.2, -1.3], [1.6, 0.0, -1.4]]}

=====

{"formula": "H12O6", "method": "ωB97M-V with the def2-TZVPD basis set", "max_force_ev_per_a": 1.588, "lumo_ev": [2.757, 2.731], "multiplicity": 2, "s2": 0.750, "charge": -1, "e_above_lowest_kj_mol": 119.6, "symbols": ["O", "H", "H", "O", "H", "H", "O", "H", "H", "O", "H", "H", "O", "H", "H", "O", "H", "H"], "positions_angstrom": [[0.241, -0.321, 1.632], [-0.289, -1.080, 1.879], [-0.010, 0.021, 0.753], [0.062, 0.237, -3.895], [-0.676, -0.334, -3.684], [0.765, -0.337, -3.536], [4.419, 0.792, 1.058], [4.849, 1.589, 1.386], [4.224, 0.125, 1.720], [-0.650, -1.879, -2.029], [-1.398, -1.317, -1.827], [-1.052, -2.718, -2.323], [-3.008, -0.490, -1.595], [-3.682, -1.132, -1.929], [-3.214, 0.454, -1.447], [-0.515, 2.355, 4.639], [0.181, 2.224, 5.314], [-0.247, 1.811, 3.886]], "atomic_forces_ev_per_a": [[0.6, 0.8, 0.0], [-0.4, 0.0, -0.6], [-0.2, -0.7, 0.6], [0.9, -0.4, 0.0], [-0.7, 0.0, 0.1], [-0.2, 0.5, -0.1], [0.0, 0.1, -1.0], [-0.2, -0.6, 0.6], [0.2, 0.5, 0.4], [0.9, -1.2, -0.5], [-1.0, 0.6, 0.4], [0.1, 0.5, 0.2], [1.3, -0.7, 0.1], [-0.4, 1.1, 0.2], [-0.9, -0.5, -0.3], [0.6, -0.1, 0.5], [-0.6, 0.0, -0.7], [0.0, 0.0, 0.1]]}

=====

{"formula": "C5H11NO", "method": "ωB97M-V with the def2-TZVPD basis set", "smiles": "CCN(C)C(C)=O", "max_force_ev_per_a": 18.011, "lumo_ev": 0.831, "charge": 0, "e_above_lowest_kj_mol": 422.7, "symbols": ["C", "C", "N", "C", "C", "C", "O", "H", "H", "H", "H", "H", "H", "H", "H", "H", "H", "H"], "positions_angstrom": [[2.346, -0.539, 0.395], [1.126, -0.835, -0.468], [-0.097, -0.079, -0.236], [0.000, 1.366, -0.212], [-1.287, -0.699, -0.014], [-2.527, 0.159, 0.200], [-1.395, -1.858, -0.113], [2.479, 0.553, 0.252], [3.251, -1.002, 0.248], [2.105, -0.551, 1.201], [0.787, -1.951, -0.124], [1.327, -0.737, -1.460], [-0.859, 1.794, -0.566], [0.732, 1.623, -0.824], [0.578, 1.777, 0.705], [-2.890, 0.875, -0.737], [-3.293, -0.667, 0.536], [-2.381, 0.771, 1.218]], "atomic_forces_ev_per_a": [[1.8, 4.3, -15.7], [-1.5, -4.3, 3.5], [0.6, 1.4, 1.1], [1.4, -1.8, 3.9], [0.2, 3.8, -1.0], [-1.7, 0.9, 1.7], [-0.6, -4.8, 0.2], [0.8, -0.3, -0.1], [1.7, -1.4, -0.9], [-4.9, -1.0, 17.3], [0.8, 2.4, -1.7], [0.8, -0.3, -3.0], [-2.1, 1.4, 0.0], [3.1, 1.0, -3.8], [-2.1, -0.4, -0.4], [1.0, -2.1, 2.6], [1.0, 1.9, -1.2], [-0.3, -0.8, -2.5]]}